69
Properties=species:S:1:pos:R:3:forces:R:3 method="wB97M-V/def2-TZVPD" e_lumo_ev=-4.11 homo_lumo_gap_ev=8.4 total_charge=+1 e_tot_ha=-13117.675040
C 0.60076 2.48626 -0.68463 0.0 1.0 -0.2
H -3.82265 1.78399 0.81818 2.2 -1.1 -0.8
H -4.63580 -0.45638 0.21957 1.7 -1.7 1.0
Cl 1.72756 -4.09815 -5.47109 -0.3 0.5 0.4
C 6.82117 -5.69553 3.61815 0.1 -0.1 0.2
Cl 8.78411 2.35609 1.19728 0.1 0.1 0.3
C -2.77916 -1.43437 -0.76094 0.5 -3.8 0.3
O -5.72908 -2.21445 1.95921 6.8 0.5 -0.9
H -2.85815 -3.09170 -2.78484 -1.0 1.0 1.4
Cl 5.70413 -6.76042 4.50858 0.3 0.3 -0.3
N -0.46973 -1.82531 0.50312 -0.3 -0.9 -0.9
Cl 5.18411 -1.41999 -1.39875 -0.1 0.1 0.3
C 0.86427 -1.54045 -0.15818 0.6 -0.4 0.6
Cl -0.56339 -3.11270 -3.97245 0.2 0.0 -0.2
Cl -6.12199 2.74497 -8.05115 0.2 0.1 0.5
H -2.55967 -0.32228 -2.55025 0.1 -0.1 1.2
H -1.63730 2.36210 2.36961 0.0 -0.5 -2.5
C -2.77624 1.25853 0.58543 -0.9 1.0 1.0
H -1.77135 -3.49577 -0.10349 -0.1 2.3 -0.7
O -4.06719 1.33685 -1.59858 2.2 -3.0 0.2
O -2.82553 -0.03505 1.32082 -0.7 -0.4 -2.0
Cl -7.07884 3.53703 -5.42010 0.4 -0.1 -0.2
H -0.33995 -2.52836 1.26600 0.0 1.1 -0.9
C 5.32118 -1.17716 0.36100 0.6 -0.1 0.1
Cl -3.17237 3.06779 4.05644 -0.2 0.2 0.4
H 1.66891 1.12278 1.13029 -1.5 0.4 0.4
H -1.17501 -0.29025 -1.59547 -1.1 0.1 0.6
C -5.62909 3.25438 -6.41653 -0.2 0.2 -0.2
N -4.26044 2.66729 -1.66542 -2.3 2.9 -4.7
F -3.37664 -2.55827 3.15058 -1.1 0.9 -3.6
Cl -3.15412 5.96805 4.28795 0.1 -0.4 0.2
H 1.76911 2.25537 -0.73418 -2.7 0.3 0.4
C -1.48294 -2.41673 -0.45262 1.3 -0.3 -0.6
C -1.63649 2.30324 1.20094 0.8 0.0 -1.1
H 1.16405 -2.47359 -0.80215 -0.3 2.0 1.3
C 8.92118 2.59891 2.95703 0.1 0.0 0.2
S -3.84819 -2.40537 -2.01228 1.0 0.1 0.1
Cl -1.04511 4.39605 5.53149 -0.5 0.0 -0.2
H 0.84713 -0.56714 -0.82551 -0.1 -1.9 1.2
H 1.68083 -1.33423 0.68681 -2.3 -0.7 -2.1
H -2.03945 1.99031 -1.45267 -1.0 -2.2 0.7
Cl 8.49884 -6.22351 3.90297 -0.5 0.2 -0.1
Cl -4.63561 1.97717 -5.67074 -0.1 0.1 -0.2
C -0.10674 1.97693 0.70773 3.7 -2.7 2.3
Cl -3.74377 4.32642 6.61664 0.3 0.0 -0.5
C -3.64267 -1.01924 0.56900 1.2 3.5 -1.5
S -4.20192 -2.45168 1.63727 -7.4 -6.0 1.4
H 0.51455 3.66679 -0.79567 0.0 -2.5 0.3
H -0.93772 -2.55256 -1.50597 -1.3 0.3 2.1
H 0.13900 2.03121 -1.66125 0.7 0.8 1.8
Cl 7.35839 3.16065 3.60255 0.3 -0.1 -0.2
H -1.93719 3.37762 0.78817 0.5 -2.3 0.8
Cl 5.76677 -2.71640 1.14000 -0.3 0.6 -0.3
Cl 6.62194 -4.01838 4.18551 0.1 -0.4 -0.1
O -4.86181 2.93201 -2.71175 1.9 -0.9 4.6
C -2.77882 4.43957 5.12315 0.0 0.3 0.3
Cl 9.36677 1.05968 3.73603 -0.1 0.4 -0.2
Cl -4.67989 4.75841 -6.52407 -0.2 -0.4 0.1
Cl 2.13248 -2.64546 -2.98287 -0.1 -0.1 -0.8
C 1.12117 -2.77448 -4.44404 0.6 -0.1 -0.4
Cl 10.17537 3.81916 3.29227 -0.4 -0.4 -0.1
Cl 6.45974 -5.77989 1.87551 0.1 -0.1 0.4
N 0.70434 1.22409 1.56665 -3.0 3.3 -3.9
Cl 3.75839 -0.61543 1.00652 0.7 0.1 0.1
C -2.69855 1.10244 -1.04439 -0.2 2.7 1.4
Cl 1.18799 -1.24165 -5.34981 -0.1 -0.4 0.3
O -4.12530 -3.84422 0.96765 1.6 5.5 2.1
N -2.23383 -0.24863 -1.54054 0.0 1.5 -0.4
Cl 6.57537 0.04309 0.69624 -0.5 -0.4 -0.1



42
Properties=species:S:1:pos:R:3:forces:R:3 method="wB97M-V/def2-TZVPD" e_lumo_ev=0.35 homo_lumo_gap_ev=9.1 total_charge=0 e_tot_ha=-1988.552135 smiles="CC(C)CNC(=O)NC(=O)COC(=O)COc1ccc(Cl)cc1Cl"
H 3.33903 2.31143 1.81445 -0.1 0.1 0.1
H -2.54763 0.99429 -1.07646 0.1 0.0 0.1
H -5.93277 1.89445 -4.55162 -0.1 0.0 -0.1
H 3.20766 0.40185 3.46014 0.1 -0.1 0.0
H -4.16758 -2.02284 0.28269 0.1 0.1 0.0
H -0.26436 -2.66282 -1.51995 0.1 0.0 0.3
C 3.81075 1.64512 1.09585 0.1 -0.3 0.0
O 1.94813 -2.58534 -0.03199 0.2 -0.2 -0.2
C 0.82495 -2.26124 0.28969 -0.5 0.0 -0.1
N 0.51751 -1.40502 1.28786 -0.3 0.3 0.4
C -0.38618 -2.83522 -0.44396 0.4 -0.3 -0.5
H -0.41331 -3.91540 -0.26660 0.0 0.2 0.0
H 4.45714 2.23359 0.44938 0.0 0.1 -0.1
C 5.74370 1.19753 2.63598 -0.1 -0.2 -0.2
C 4.61683 0.57093 1.81991 -0.2 0.1 0.2
Cl -3.92484 3.90759 -4.65815 0.0 0.2 -0.2
C -3.30116 1.17685 -1.82544 -0.1 -0.2 0.1
H 6.40728 1.76670 1.99002 0.1 0.1 0.0
C -3.15667 2.27936 -2.65102 -0.1 0.0 -0.1
H 3.03253 1.19619 0.48295 -0.1 0.0 -0.1
N 2.68052 -0.95057 2.01049 0.5 -0.2 -0.2
H 6.32907 0.43128 3.13887 0.1 0.0 0.1
Cl -6.67803 -0.44792 -3.14248 -0.2 -0.1 -0.1
C -3.69172 -1.20670 -0.26899 0.1 0.0 0.0
O 0.88347 0.09525 2.94252 -0.2 0.3 0.3
H 2.95518 -1.59493 1.27627 -0.2 0.0 0.1
C -2.42986 -1.74617 -0.93519 -0.3 0.2 -0.3
O -1.61606 -2.27056 -0.00124 0.1 -0.1 0.5
H -0.46423 -1.23157 1.46981 0.2 0.0 0.0
O -2.19242 -1.71519 -2.10600 -0.1 -0.1 0.1
H -2.30831 2.93369 -2.53167 0.1 0.1 0.0
C 3.71015 -0.25236 2.74409 0.2 0.1 0.0
C -4.38490 0.31982 -1.96622 -0.2 0.2 -0.2
H 5.05241 -0.10567 1.07556 0.0 0.0 0.0
O -4.64403 -0.77400 -1.19592 0.1 0.0 -0.1
C -4.10122 2.53649 -3.62825 0.0 -0.3 0.2
H 5.33688 1.86945 3.38812 0.0 0.1 0.1
C -5.19505 1.69913 -3.79061 0.2 0.0 0.1
H -3.41874 -0.41976 0.44814 0.0 -0.1 -0.1
H 4.31065 -0.98520 3.29333 0.0 0.1 0.0
C 1.38464 -0.67449 2.15818 -0.2 -0.4 -0.4
C -5.32940 0.60198 -2.96254 0.3 0.0 0.2



78
Properties=species:S:1:pos:R:3:forces:R:3 method="wB97M-V/def2-TZVPD" e_lumo_ev=-0.78 homo_lumo_gap_ev=9.5 total_charge=0 e_tot_ha=-19619.376959
Cl -8.17606 5.51753 -0.46152 -0.1 0.1 -0.3
S -0.08403 1.13903 -2.56336 -1.6 5.0 2.7
Cl 10.44194 -6.94239 -2.99105 -0.1 -0.2 0.1
H 7.39943 -5.54297 -1.33444 -0.5 0.6 -0.1
C -6.82891 9.03724 1.42448 0.0 -0.1 -0.1
H 3.32634 4.69414 0.97160 0.1 -0.3 0.2
F 0.51542 1.51447 -4.16287 -1.1 -0.5 2.7
Cl 7.63147 0.41874 -0.44397 0.0 0.0 0.1
Cl 4.48645 2.55767 7.03073 0.0 0.2 -0.1
Cl 7.26323 -0.81678 2.16792 0.1 0.1 -0.1
Cl 2.16667 2.89833 1.96411 0.1 0.2 0.0
H -3.58808 -5.12079 -0.27302 -0.1 0.0 -0.4
C 7.83482 0.62115 1.30458 0.1 0.2 0.1
Cl -6.34205 0.67873 2.64726 0.2 0.0 0.0
Cl 6.37359 -4.64398 -3.25650 0.0 -0.1 0.2
H 1.32245 -1.51496 -2.28351 -0.3 0.8 -0.8
Cl -4.16841 -0.75242 1.33913 0.1 0.0 0.2
H -4.08286 0.54454 3.30519 -0.2 0.0 -0.4
Cl -5.24201 9.64209 0.91890 -0.2 -0.1 0.0
Cl -10.61148 -0.55626 -1.51347 0.1 0.0 0.2
C -8.52453 6.13409 -2.08577 0.0 -0.2 0.0
H 4.95166 -1.52114 0.41571 -0.3 0.0 -0.1
H -0.84004 -3.61998 -3.17422 -1.1 1.2 -1.9
Cl 7.96556 -7.61851 -1.61460 0.5 -0.9 -0.1
H -2.54467 -2.87077 -3.73728 2.8 -0.1 -0.6
C -0.66155 -1.57285 -4.21234 -0.1 0.2 0.0
Cl 6.89198 -3.42603 4.55399 -0.2 0.0 0.1
Cl -6.15827 3.27156 -1.68011 0.1 -0.2 0.0
Cl -6.70153 7.36948 2.00936 0.0 0.3 0.0
P -0.02578 -1.03816 -2.45491 -1.6 -0.7 0.3
C -4.59643 0.64192 2.34529 0.0 0.0 0.1
Cl 4.39005 -4.91748 4.55593 0.1 0.2 0.1
Cl -5.87285 0.38846 -1.37957 0.0 0.3 -0.2
Cl -10.25602 6.00850 -2.44064 0.2 0.0 0.0
H -7.97936 5.52361 -2.81016 -0.2 0.2 0.2
H -7.49394 9.04817 0.55716 0.2 0.0 0.3
Cl -2.70774 -5.12152 -2.45930 -0.5 -0.5 0.5
Cl 4.38620 2.78660 0.08119 -0.3 0.5 0.0
C -4.01940 -5.02029 -1.27227 -0.1 -0.1 0.1
Cl -5.18039 -6.33684 -1.51423 0.2 0.2 0.1
C 4.35907 4.22544 6.44585 -0.1 0.0 0.0
Cl 5.12742 -6.11151 -1.07074 0.2 0.1 0.0
Cl -7.97694 7.81173 -2.24508 0.0 -0.1 0.0
O 0.84329 1.81751 -1.51513 -3.0 -2.9 -4.4
O -1.59258 1.58302 -2.42672 6.2 -2.1 -1.3
C 6.45409 -5.03001 -1.52900 -0.1 0.4 0.0
C -5.30126 1.82639 -2.24291 0.2 -0.1 -0.1
H -1.32361 -3.58615 -5.06486 -0.2 1.0 2.3
Cl 6.41265 -3.54846 -0.55789 0.4 -0.3 0.0
Cl 3.66388 5.27161 7.69564 0.1 -0.1 -0.2
Cl 3.31509 -3.08642 1.06866 -0.1 0.0 -0.5
C 9.68485 -8.00767 -1.79450 0.2 -0.1 0.0
C 3.62100 3.72264 1.37658 -0.1 -0.1 -0.3
Cl -7.52410 10.08341 2.67428 0.0 -0.1 -0.2
H 3.69404 4.23637 5.57852 0.2 0.0 0.3
H 9.76946 -9.03828 -2.14852 -0.1 0.4 0.1
Cl 4.76166 3.99428 2.70505 -0.3 0.3 0.1
H -4.23629 1.95375 -2.03251 -0.3 -0.1 -0.1
H -10.59369 -1.26993 0.73268 0.2 0.2 -0.2
H 4.99149 -3.08042 5.90437 0.1 -0.1 -0.4
H 8.89979 0.74851 1.51497 -0.4 -0.1 -0.1
C -1.40046 -3.02445 -4.02561 0.3 0.9 -0.8
Cl 4.40074 -2.09213 3.84788 0.2 0.0 0.6
Cl 3.68334 -1.85091 -1.54323 0.1 0.1 0.0
H 0.28533 -1.57954 -4.90001 -2.3 0.1 0.7
Cl -8.32796 -1.38470 0.09382 -0.3 -0.1 0.1
Cl -4.83102 -3.44850 -1.37453 0.2 -0.1 0.0
C -9.93732 -0.64386 0.12286 0.0 0.0 0.0
Cl 3.02968 -0.20332 0.76812 0.1 -0.4 -0.1
Cl 6.97781 2.06633 1.86738 0.5 -0.5 0.0
Cl 10.51739 -7.88281 -0.23533 -0.1 -0.1 -0.2
F -1.65100 -0.53307 -4.60513 2.3 -2.4 0.6
C 5.14777 -3.34394 4.85519 -0.1 0.1 0.1
Cl -4.06580 2.14866 1.57854 0.0 -0.2 0.1
C 3.88669 -1.64850 0.20532 -0.1 0.0 0.3
Cl -5.50461 1.62398 -3.99146 0.1 0.0 0.2
Cl -9.86674 0.96875 0.85376 0.0 -0.2 -0.1
Cl 5.94597 4.83029 5.94026 -0.2 -0.1 0.0



39
Properties=species:S:1:pos:R:3:forces:R:3 method="wB97M-V/def2-TZVPD" e_lumo_ev="-2.77 / -5.29" homo_lumo_gap_ev="6.6 / 6.6" total_charge=+1 multiplicity=5 e_tot_ha=-2201.331198
C -0.95440 0.99446 -1.56030 -1.9 5.2 -2.6
H -1.02095 5.53584 3.09970 0.3 -0.2 -0.2
H -2.35366 2.36737 5.16182 0.3 -0.3 -0.3
H -1.08132 1.54068 6.07539 -0.1 0.1 0.0
H 0.25319 4.34277 5.23722 -0.1 0.1 -0.1
H 2.22123 0.45356 -1.06136 -0.4 0.3 0.2
H -0.02504 -2.73050 0.60160 0.3 0.4 0.3
O -1.47093 1.93576 -1.99771 1.4 -2.6 1.2
N -0.40875 2.26559 2.80455 0.0 0.0 -0.2
C -0.71448 3.59048 2.13848 -1.3 -0.3 0.6
H -1.82151 3.55670 2.05936 0.6 0.3 -0.5
C 1.54232 0.13132 -0.26227 1.6 -2.1 -0.8
C -0.36651 4.65750 3.16626 0.5 0.3 0.0
C 0.98330 1.22374 2.06642 -0.9 -0.5 -1.2
H -2.31568 -0.01604 4.96730 -0.2 -0.2 0.1
C 1.32777 -1.27169 -0.23976 0.8 1.4 0.9
C -1.93730 -0.27564 0.24880 -5.5 1.2 3.1
H 0.12184 -2.00416 2.81387 0.2 0.4 -0.2
O -1.97960 -2.20229 -2.52767 2.4 0.7 1.4
H 0.83229 2.09286 0.08578 0.5 -0.4 0.1
H 0.96502 -0.06348 3.78556 -0.4 -0.2 -0.4
O -2.92363 0.04620 0.78678 3.0 -0.9 -1.4
H -0.24935 3.73783 1.14725 -0.2 -0.4 0.6
H -1.48301 4.23473 5.00656 0.4 -0.3 -0.4
C -0.51014 3.99017 4.53796 0.2 0.3 0.4
C -1.45188 1.73550 5.06127 -0.1 -0.4 0.3
C -1.15885 -1.76857 -1.83737 -4.9 -4.0 -4.6
C 0.95264 1.10914 0.56541 -0.6 3.0 1.2
C 0.39090 -1.72191 0.73980 1.5 -1.3 2.2
H 0.64264 2.12538 4.67821 -0.3 0.1 -0.3
C -0.33899 2.48214 4.32561 -0.1 0.0 -0.8
H -1.17874 1.63602 2.64468 -0.3 -0.4 -0.1
C 0.79563 -0.04632 2.70326 0.8 -0.3 0.9
O -1.74299 0.50336 4.40157 0.3 0.5 0.0
H 1.80794 -1.94408 -0.96674 -0.4 0.4 0.4
H 0.66404 4.98851 3.00311 -0.1 0.1 0.1
Fe -0.51505 -0.57563 -0.75941 2.5 1.5 0.5
C 0.43426 -1.21924 2.10325 -0.7 -1.2 -0.1
H 1.59645 1.99973 2.48527 1.0 -0.3 -0.1